1.
Below is a 7-piece molecular cluster, H14O7 overall in a non-equilibrium geometry, with properties calculated with ωB97M-V/def2-TZVPD.

ORCA input file:
```
! RIJCOSX wB97M-V def2-TZVPD def2/J DEFGRID3
* xyz 0 1
O -0.11166 -0.12491 -1.43397
H 0.28178 0.57546 -0.86701
H 0.37232 -0.02171 -2.23636
O -0.01113 -0.99941 1.68733
H 0.39694 -1.33145 0.88869
H -0.04170 -1.68714 2.35502
O -2.33076 -1.36957 -0.13001
H -1.75990 -1.12221 -0.85952
H -1.96592 -1.97381 0.49863
O -2.57107 1.78952 0.07878
H -2.79684 1.79241 -0.87483
H -2.44154 0.89812 0.33983
O 0.24039 1.46824 0.54569
H 0.00933 0.79302 1.22844
H -0.72119 1.80729 0.53069
O 1.94385 -1.38234 -0.29206
H 1.13100 -1.02645 -0.80125
H 2.48670 -1.73132 -0.99262
O 2.90830 1.42017 0.17272
H 2.89566 0.63339 -0.43128
H 2.08543 1.59270 0.59309
*
```

## Properties
ΔE to the lowest compared entry with this formula, charge and spin ... 36.89 kcal per mole
E_LUMO ... 0.0830 eV
SMILES string ... O.O.O.O.O.O.O
E_HOMO ... -0.385 Eh
Gap between HOMO and LUMO ... 10.57 eV


2.
Below is C3H3Br3N2O2S2 as an isolated structure in a non-equilibrium geometry, with properties calculated with ωB97M-V/def2-TZVPD.

ORCA input file:
```
! RIJCOSX wB97M-V def2-TZVPD def2/J DEFGRID3
* xyz 0 1
C -1.16492 -1.23008 -0.97176
C -1.72775 -0.70104 0.33937
C 2.30998 0.22242 1.08367
N -0.57467 -0.28594 -1.64020
N -0.57265 0.94541 -1.17431
O 1.71174 0.75175 0.20023
O -0.22866 3.51205 -1.12552
S -1.24776 1.02256 0.42034
S -0.05928 2.36422 -1.99251
Br 1.10026 -2.44480 1.19087
Br 2.04198 0.67687 2.90866
Br 3.97089 -0.54910 0.62481
H -1.23894 -2.25938 -1.40380
H -2.87054 -0.85230 0.36712
H -1.44966 -1.17266 1.17304
*
```

## Properties
ΔE to the lowest compared entry with this formula, charge and spin ... 23.82 kcal per mole
E_LUMO (spin up / spin down) ... -3.5151 / -2.8025 eV
E_HOMO (spin up / spin down) ... -0.287 / -0.297 Eh
Gap between HOMO and LUMO (spin up / spin down) ... 4.30 / 5.29 eV


3.
Below is a 8-piece molecular cluster, C32H36ClF7O26P2S overall in a non-equilibrium geometry, with properties calculated with ωB97M-V/def2-TZVPD.

ORCA input file:
```
! RIJCOSX wB97M-V def2-TZVPD def2/J DEFGRID3
* xyz 0 1
O 1.56677 -2.12972 2.89931
P 0.37341 -1.78699 2.08697
C -0.50154 -0.30757 2.79269
P 0.65029 1.13928 2.99798
O 0.44997 1.90379 1.53934
Cl -0.22107 2.48403 4.34774
C -0.94684 -0.75066 4.20358
O -2.00021 -1.71190 4.16520
S -3.40715 -1.05246 3.67288
O -4.05510 -2.06497 2.91716
O -4.10984 -0.61571 4.82974
C -2.97464 0.35346 2.62368
C -4.11712 0.76481 1.66110
C -5.53229 0.50077 2.17060
C -6.29620 -0.47036 1.58572
C -7.55291 -0.70661 2.08630
C -8.00457 0.04339 3.12553
C -7.25071 1.02434 3.69279
C -5.99067 1.26398 3.20970
C -1.70627 -0.03107 1.85031
H 0.64993 -1.47209 0.74965
H -0.56533 -2.83143 2.15940
H 0.07209 2.77494 1.74936
H -1.25814 0.07879 4.84480
H -0.07630 -1.21976 4.66659
H -2.72705 1.23661 3.21573
H -3.97292 0.32195 0.67424
H -4.05445 1.84781 1.53081
H -5.85524 -1.03123 0.77249
H -8.14298 -1.49319 1.63445
H -9.00496 -0.12970 3.50696
H -7.60321 1.62854 4.51857
H -5.33627 2.02242 3.62095
H -1.46665 0.70494 1.08314
H -1.95690 -0.96235 1.32442
O -0.74963 4.88148 1.08851
C 0.23221 5.34042 1.57279
O 0.26098 6.38054 2.43149
C 1.60853 6.52281 2.89871
C 2.39349 5.86133 1.79388
F 3.51147 5.25793 2.26209
O 1.49092 4.86645 1.33215
H 1.72100 6.00024 3.84975
H 1.86644 7.56971 3.03491
H 2.65850 6.52177 0.96658
O -1.00485 -2.59614 -0.29423
C -0.61739 -2.83080 -1.39552
O 0.63900 -3.23733 -1.67805
C 0.69462 -3.55172 -3.07793
C -0.45136 -2.73132 -3.61654
F -1.04727 -3.33082 -4.67282
O -1.36359 -2.71713 -2.52346
H 0.53515 -4.62158 -3.21614
H 1.65692 -3.27874 -3.50412
H -0.18935 -1.70601 -3.88245
O 3.32849 4.03027 -3.86319
C 3.12169 3.40853 -2.87260
O 2.39257 3.85696 -1.82475
C 2.25821 2.77278 -0.89569
C 3.44006 1.91215 -1.24812
F 3.17333 0.60012 -1.05173
O 3.59019 2.15013 -2.63935
H 1.31060 2.26146 -1.06820
H 2.28307 3.12942 0.12509
H 4.36596 2.17532 -0.73310
O -0.73759 4.63711 -8.88845
C -0.19694 4.39916 -7.86298
O 1.02430 4.86747 -7.50322
C 1.26033 4.47118 -6.14681
C 0.34864 3.28006 -6.00761
F -0.13499 3.15916 -4.74192
O -0.71782 3.60144 -6.87858
H 0.98053 5.28402 -5.47560
H 2.30398 4.22285 -5.98471
H 0.79447 2.33138 -6.31277
O -6.74058 -5.79356 -5.49958
C -5.80282 -5.45432 -4.86400
O -5.79448 -4.41037 -3.99240
C -4.52958 -4.41153 -3.32592
C -3.66132 -5.15750 -4.30721
F -2.69310 -5.87198 -3.67529
O -4.57298 -6.05302 -4.91151
H -4.61818 -4.93902 -2.37470
H -4.18302 -3.39792 -3.13885
H -3.20488 -4.52995 -5.07318
O 3.97454 -4.10720 -2.63007
C 4.06684 -3.74490 -1.50222
O 4.19136 -4.56659 -0.43622
C 4.39929 -3.74921 0.72703
C 3.80119 -2.44000 0.28521
F 4.44048 -1.38448 0.84963
O 4.04183 -2.43849 -1.11247
H 5.46643 -3.66524 0.93267
H 3.90213 -4.17015 1.59715
H 2.73247 -2.36074 0.46117
O 6.10561 -3.43396 4.78198
C 6.45593 -2.43719 4.25120
O 6.56197 -2.27559 2.90421
C 6.87865 -0.90415 2.65615
C 7.50197 -0.48300 3.96307
F 7.25444 0.82200 4.23802
O 6.81964 -1.29164 4.90281
H 5.96315 -0.35294 2.44120
H 7.55786 -0.80716 1.81215
H 8.57538 -0.66834 4.03474
*
```

## Properties
E_LUMO ... -0.2902 eV
SMILES string ... O=[PH2][C@]1(P(O)Cl)COS(=O)(=O)[C@H](Cc2ccccc2)C1.O=C1OC[C@@H](F)O1.O=C1OC[C@@H](F)O1.O=C1OC[C@@H](F)O1.O=C1OC[C@@H](F)O1.O=C1OC[C@@H](F)O1.O=C1OC[C@@H](F)O1.O=C1OC[C@@H](F)O1
E_HOMO ... -0.340 Eh
Gap between HOMO and LUMO ... 8.97 eV


Number 1: total energy -14559.862 eV. Number 2: total energy -242027.990 eV. Number 3: total energy -147962.124 eV.